A molecular structure, C36H37HfNP2S. Source: the Open Molecules 2025 dataset; level of theory: ωB97M-V/def2-TZVPD.

Output
Electronic energy (eV): -70121.07782
Gap between HOMO and LUMO (spin up / spin down) (eV): 1.51 / 1.51
Total charge: +2
Strongest force on any atom (eV/Å): 5.5
ΔE to the lowest compared entry with this formula, charge and spin (kJ/mol): 0.0

Atoms and positions in Å:
1 Hf -4.92 0.73 2.95
2 C -4.39 2.20 4.75
3 C -3.43 2.19 3.71
4 C -2.14 1.39 3.84
5 C -2.20 -0.16 3.89
6 C -3.56 -0.84 3.74
7 C -4.57 -0.72 4.74
8 C -4.31 -0.05 6.08
9 C -4.16 1.50 6.08
10 C -5.00 0.75 0.78
11 H -5.12 3.02 4.84
12 H -3.40 3.05 3.02
13 H -1.58 1.74 4.72
14 H -1.51 1.67 2.98
15 H -1.55 -0.56 3.08
16 H -1.67 -0.48 4.80
17 H -3.56 -1.70 3.06
18 H -5.41 -1.42 4.76
19 H -3.44 -0.49 6.59
20 H -5.16 -0.29 6.75
21 H -4.91 1.90 6.78
22 H -3.20 1.77 6.54
23 H -6.03 1.05 0.48
24 H -4.85 -0.25 0.35
25 H -4.33 1.45 0.25
26 P 2.33 1.23 -2.46
27 P 1.86 -1.74 -2.83
28 C 3.43 0.09 -1.60
29 C 3.20 -1.24 -1.74
30 C 3.57 2.42 -3.13
31 C 4.85 2.59 -2.58
32 C 5.72 3.55 -3.08
33 C 5.35 4.33 -4.18
34 C 4.11 4.12 -4.79
35 C 3.23 3.17 -4.28
36 C 1.52 2.10 -1.06
37 C 0.53 1.37 -0.39
38 C -0.17 1.95 0.67
39 C 0.14 3.26 1.07
40 C 1.14 3.98 0.41
41 C 1.82 3.41 -0.67
42 C 2.81 -2.97 -3.87
43 C 3.75 -2.47 -4.78
44 C 4.53 -3.34 -5.54
45 C 4.36 -4.73 -5.42
46 C 3.43 -5.23 -4.51
47 C 2.64 -4.36 -3.75
48 C 0.91 -2.84 -1.74
49 C -0.37 -3.22 -2.19
50 C -1.13 -4.11 -1.43
51 C -0.63 -4.59 -0.21
52 C 0.63 -4.20 0.24
53 C 1.40 -3.30 -0.51
54 H 4.22 0.48 -0.94
55 H 3.81 -2.01 -1.26
56 H 5.18 1.96 -1.75
57 H 6.69 3.70 -2.60
58 H 6.03 5.10 -4.56
59 H 3.83 4.70 -5.67
60 H 2.26 2.99 -4.76
61 H 0.29 0.36 -0.70
62 H -0.96 1.39 1.17
63 H -0.42 3.73 1.89
64 H 1.39 5.00 0.73
65 H 2.58 3.98 -1.20
66 H 3.89 -1.39 -4.87
67 H 5.26 -2.94 -6.25
68 H 4.97 -5.41 -6.02
69 H 3.31 -6.30 -4.39
70 H 1.92 -4.76 -3.04
71 H -0.75 -2.83 -3.12
72 H -2.11 -4.43 -1.79
73 H -1.23 -5.27 0.39
74 H 1.04 -4.59 1.18
75 H 2.37 -2.97 -0.14
76 S -9.33 1.08 4.82
77 C -7.95 0.91 4.09
78 N -6.87 0.80 3.54

***

A molecular structure, C36H37N2O4RhS3. Source: the Open Molecules 2025 dataset; level of theory: ωB97M-V/def2-TZVPD.

Output
Electronic energy (eV): -84600.76571
Multiplicity: 5
Gap between HOMO and LUMO (spin up / spin down) (eV): 6.23 / 5.26
Total charge: +2
<S²>: 6.05
Strongest force on any atom (eV/Å): 0.9
ΔE to the lowest compared entry with this formula, charge and spin (kJ/mol): 5.5

Atoms and positions in Å:
1 Rh -0.71 -0.86 -0.81
2 S 1.48 -0.91 -1.36
3 C 2.00 0.75 -1.16
4 N 3.29 1.06 -1.20
5 C 3.66 2.48 -1.18
6 C 2.77 3.22 -0.21
7 N 1.37 2.99 -0.57
8 C 0.47 4.16 -0.57
9 C 0.84 5.09 -1.69
10 C 0.71 4.68 -3.01
11 C 1.07 5.53 -4.05
12 C 1.56 6.80 -3.77
13 C 1.70 7.21 -2.45
14 C 1.34 6.36 -1.41
15 C 1.04 1.75 -0.95
16 S -0.67 1.30 -1.02
17 C 4.39 0.08 -1.15
18 C 5.14 0.21 0.15
19 C 6.51 0.43 0.15
20 C 7.19 0.56 1.36
21 C 6.50 0.47 2.56
22 C 5.13 0.25 2.56
23 C 4.45 0.12 1.35
24 H 3.57 2.89 -2.19
25 H 4.70 2.55 -0.86
26 H 2.96 4.29 -0.26
27 H 2.92 2.87 0.81
28 H 0.59 4.65 0.40
29 H -0.56 3.82 -0.63
30 H 0.32 3.69 -3.24
31 H 0.96 5.21 -5.08
32 H 1.83 7.46 -4.57
33 H 2.09 8.20 -2.23
34 H 1.44 6.69 -0.38
35 H 5.04 0.23 -2.01
36 H 3.95 -0.91 -1.25
37 H 7.05 0.51 -0.78
38 H 8.26 0.73 1.36
39 H 7.03 0.56 3.50
40 H 4.59 0.18 3.49
41 H 3.37 -0.04 1.36
42 O -2.89 -1.12 -0.54
43 C -3.46 -2.42 -0.51
44 C -1.91 -3.67 -0.75
45 O -2.28 -4.78 -0.70
46 O -0.90 -2.97 -0.84
47 C -4.19 -2.78 -1.70
48 C -5.11 -3.84 -1.62
49 C -5.82 -4.22 -2.74
50 C -5.60 -3.56 -3.96
51 C -4.66 -2.53 -4.05
52 C -3.95 -2.15 -2.94
53 C -3.99 -2.73 0.86
54 C -3.38 -3.57 1.78
55 C -3.94 -3.75 3.04
56 C -5.09 -3.07 3.40
57 C -5.71 -2.23 2.48
58 C -5.16 -2.06 1.22
59 H -3.39 -0.57 -1.17
60 H -5.27 -4.35 -0.68
61 H -6.54 -5.02 -2.69
62 H -6.15 -3.86 -4.83
63 H -4.49 -2.04 -5.00
64 H -3.19 -1.38 -3.04
65 H -2.49 -4.13 1.52
66 H -3.46 -4.42 3.74
67 H -5.53 -3.22 4.38
68 H -6.62 -1.71 2.75
69 H -5.66 -1.41 0.51
70 O 0.72 0.39 1.86
71 S -0.15 -0.81 1.69
72 C -1.22 -0.93 3.14
73 C -0.65 -2.04 4.04
74 C 0.80 -2.28 3.62
75 C 0.77 -2.29 2.10
76 H -2.25 -1.11 2.82
77 H -1.15 0.07 3.56
78 H -1.23 -2.95 3.89
79 H -0.74 -1.76 5.09
80 H 1.20 -3.21 4.02
81 H 1.44 -1.47 3.97
82 H 0.20 -3.14 1.71
83 H 1.72 -2.22 1.58

***

A molecular structure, C36H37N8O6PS2Zr. Source: the Open Molecules 2025 dataset; level of theory: ωB97M-V/def2-TZVPD.

Output
Electronic energy (eV): -94362.23530
Gap between HOMO and LUMO (eV): 4.15
Total charge: +2
Strongest force on any atom (eV/Å): 4.2
ΔE to the lowest compared entry with this formula, charge and spin (kJ/mol): 0.0

Atoms and positions in Å:
1 Zr -1.27 1.48 1.85
2 N -3.23 -3.24 3.02
3 C -2.47 -4.06 2.28
4 N -1.26 -3.65 1.78
5 C -0.55 -4.70 1.30
6 C -1.22 -5.94 1.36
7 S -2.85 -5.76 1.92
8 C 0.69 -4.52 0.65
9 C 1.29 -5.39 -0.28
10 S 2.84 -4.86 -0.70
11 C 2.59 -3.37 0.18
12 N 1.44 -3.42 0.89
13 N 3.41 -2.30 0.08
14 H -3.17 -2.21 2.89
15 H -3.94 -3.53 3.69
16 H -0.80 -6.92 1.15
17 H 0.98 -6.38 -0.56
18 H 4.26 -2.27 -0.40
19 H 3.45 -1.65 0.87
20 C 1.11 -1.69 3.71
21 C 2.42 -1.39 3.28
22 C 2.59 -0.17 2.56
23 C 1.55 0.76 2.31
24 C 0.26 0.34 2.78
25 C 0.07 -0.79 3.57
26 C 1.64 1.96 1.45
27 C 2.81 2.69 1.19
28 C 2.83 3.77 0.31
29 C 1.60 4.17 -0.28
30 C 1.46 5.24 -1.17
31 C 0.28 5.48 -1.86
32 C -0.81 4.58 -1.83
33 C -0.63 3.46 -1.00
34 C 0.42 3.36 -0.06
35 N 0.41 2.35 0.90
36 H 0.96 -2.67 4.17
37 H 3.32 -2.04 3.46
38 H 3.60 0.03 2.21
39 H -0.92 -0.96 4.03
40 H 3.62 2.47 1.90
41 H 3.73 4.37 0.21
42 H 2.37 5.82 -1.37
43 H 0.26 6.41 -2.43
44 H -1.70 4.71 -2.44
45 H -1.43 2.76 -0.99
46 O -2.96 -0.03 1.88
47 N -3.14 -0.85 0.84
48 N -2.22 -0.67 -0.07
49 O -1.34 0.44 -0.07
50 C -2.26 -1.40 -1.24
51 C -1.21 -1.19 -2.16
52 C -1.25 -1.96 -3.38
53 C -2.38 -2.67 -3.65
54 C -3.44 -2.82 -2.76
55 C -3.38 -2.25 -1.49
56 H -0.42 -0.46 -1.85
57 H -0.32 -2.08 -3.99
58 H -2.28 -3.17 -4.63
59 H -4.21 -3.51 -3.10
60 H -4.16 -2.42 -0.76
61 O -2.60 3.25 1.24
62 C -3.89 3.40 2.02
63 C -3.61 2.59 3.25
64 C -4.65 1.89 3.89
65 C -4.40 1.16 5.05
66 C -3.05 1.04 5.44
67 C -2.08 1.62 4.67
68 N -2.28 2.39 3.54
69 H -2.71 3.50 0.29
70 H -4.77 2.96 1.46
71 H -4.04 4.47 2.15
72 H -5.66 1.90 3.45
73 H -5.21 0.78 5.70
74 H -2.67 0.34 6.18
75 H -1.04 1.53 5.00
76 C 5.24 2.00 -3.94
77 O 4.07 1.32 -4.45
78 P 3.01 0.52 -3.44
79 O 3.42 -1.02 -3.56
80 C 3.73 -1.72 -4.78
81 O 1.83 0.51 -4.54
82 C 1.58 1.69 -5.40
83 H 6.10 1.70 -4.56
84 H 5.51 1.72 -2.90
85 H 5.09 3.05 -3.92
86 H 2.78 -2.16 -5.12
87 H 4.43 -2.53 -4.51
88 H 4.21 -1.10 -5.56
89 H 1.62 2.61 -4.76
90 H 0.60 1.52 -5.83
91 H 2.33 1.80 -6.19

***

Which formula does entry 2 have?
C36H37N2O4RhS3